Record 1
{"formula": "C3H6BrNO2S", "method": "ωB97M-V with the def2-TZVPD basis set", "smiles": "C[C@](Br)(CS)[N+](=O)[O-]", "gap_ha": 0.34895, "e_above_lowest_kj_mol": 136.55, "e_tot_ev": -89667.587, "homo_energy_ha": -0.365, "species": ["C", "C", "C", "N", "O", "O", "S", "Br", "H", "H", "H", "H", "H", "H"], "xyz": [[0.46378, -0.47766, -1.46316], [-0.00279, 0.03241, 1.13550], [0.89736, 0.23370, -0.12915], [1.03698, 1.66752, -0.25290], [0.80041, 2.16332, -1.32183], [1.34877, 2.24205, 0.73318], [-1.77967, 0.71016, 0.97538], [2.75028, -0.29673, 0.49563], [1.37153, -0.43762, -2.10739], [0.17424, -1.48509, -1.00083], [-0.35944, 0.07074, -1.80188], [-0.02062, -1.03338, 1.25981], [0.52490, 0.37848, 2.05208], [-1.74736, 1.79012, 1.77425]], "atomic_forces_ev_per_a": [[2.2, -1.0, 3.6], [0.0, 0.3, 0.0], [-0.1, -1.5, 0.9], [-0.1, 0.4, -1.3], [-0.2, 0.5, -1.0], [0.5, 1.8, 1.7], [1.2, -0.8, -0.1], [-0.9, -0.3, -0.6], [-1.1, -0.5, 0.1], [0.5, 1.0, -1.6], [-1.2, 0.5, -0.9], [-0.7, -0.6, 0.0], [-0.6, 0.2, -0.9], [0.5, -0.1, 0.0]], "lowdin_charge": [-0.0488, -0.5122, -0.7721, -0.5050, 0.1039, 0.0431, 0.7037, 0.7560, 0.0929, 0.1132, 0.0495, 0.0509, 0.0759, -0.1509]}

---

Record 2
{"formula": "C27H66N6O3", "method": "ωB97M-V with the def2-TZVPD basis set", "smiles": "CCN(CC)CC.CCN(CC)CC.CCN(CC)CC.CNC(C)=O.CNC(C)=O.CNC(C)=O", "gap_ha": 0.30551, "e_above_lowest_kj_mol": 427.76, "e_tot_ev": -44148.943, "homo_energy_ha": -0.289, "species": ["C", "C", "N", "C", "C", "C", "C", "H", "H", "H", "H", "H", "H", "H", "H", "H", "H", "H", "H", "H", "H", "H", "C", "C", "N", "C", "C", "C", "C", "H", "H", "H", "H", "H", "H", "H", "H", "H", "H", "H", "H", "H", "H", "H", "C", "C", "N", "C", "C", "C", "C", "H", "H", "H", "H", "H", "H", "H", "H", "H", "H", "H", "H", "H", "H", "H", "C", "C", "O", "N", "C", "H", "H", "H", "H", "H", "H", "H", "C", "C", "O", "N", "C", "H", "H", "H", "H", "H", "H", "H", "C", "C", "O", "N", "C", "H", "H", "H", "H", "H", "H", "H"], "xyz": [[3.49120, -0.70731, 0.62013], [2.21793, -1.41648, 1.11870], [1.40316, -2.15613, 0.09715], [0.90354, -1.31491, -0.95736], [-0.31111, -0.51687, -0.56742], [0.47112, -3.16442, 0.63530], [0.27135, -4.29762, -0.46591], [4.39069, -1.32271, 0.63746], [3.77578, 0.24886, 1.05929], [3.53435, -0.32405, -0.39935], [2.55179, -2.05349, 1.93776], [1.48931, -0.64847, 1.37826], [1.59999, -0.75827, -1.58444], [0.45349, -2.00048, -1.67537], [-0.06013, 0.41594, -0.06247], [-1.04616, -0.23564, -1.32155], [-0.93349, -0.97883, 0.19897], [-0.46364, -2.73434, 0.99494], [1.02110, -3.65801, 1.43655], [-0.10679, -5.27455, -0.16465], [1.19694, -4.52185, -0.99611], [-0.28526, -3.96949, -1.34375], [1.26090, 1.10281, 8.85838], [0.88909, 0.82866, 10.37481], [0.19475, 1.84750, 11.09453], [0.91689, 3.05539, 11.09210], [2.30163, 2.89609, 11.69230], [-1.13367, 2.03180, 10.42680], [-2.05542, 2.85472, 11.26238], [1.45309, 0.11930, 8.42958], [2.16521, 1.70921, 8.90952], [0.43235, 1.43316, 8.23191], [0.40389, -0.14735, 10.38349], [1.84004, 0.60501, 10.85833], [0.92210, 3.54904, 10.12030], [0.45827, 3.67851, 11.85988], [3.07992, 2.55812, 11.00808], [2.76160, 3.82437, 12.03117], [2.32331, 2.33532, 12.62673], [-1.58323, 1.05813, 10.23194], [-1.08147, 2.60749, 9.50271], [-3.05882, 2.88658, 10.83780], [-1.75934, 3.90067, 11.18224], [-2.11494, 2.36124, 12.23245], [-4.22982, -1.79898, -6.88327], [-2.91948, -2.67949, -7.10794], [-2.32043, -2.58490, -8.48548], [-1.74149, -1.26628, -8.71040], [-2.76109, -0.21853, -9.00049], [-1.46927, -3.71322, -8.72912], [-0.10143, -3.74046, -8.00343], [-4.62726, -1.49031, -7.85016], [-3.77738, -1.05363, -6.22916], [-4.91725, -2.49929, -6.40882], [-2.10776, -2.36516, -6.45189], [-2.99483, -3.73065, -6.82958], [-1.07907, -0.95860, -7.90130], [-1.03733, -1.39096, -9.53302], [-2.20633, 0.60142, -9.45657], [-3.51855, -0.42453, -9.75675], [-3.37349, 0.19553, -8.19948], [-1.26319, -3.82423, -9.79369], [-1.88000, -4.68612, -8.45916], [0.22466, -2.75675, -7.66567], [0.71598, -3.99582, -8.67777], [-0.22075, -4.37356, -7.12419], [-5.42137, -9.28072, 6.32862], [-5.03810, -7.80160, 6.10385], [-4.08779, -7.56602, 5.29011], [-5.68119, -6.82862, 6.72712], [-5.73129, -5.40924, 6.32042], [-6.19798, -9.54254, 5.61000], [-5.80842, -9.35436, 7.34492], [-4.49397, -9.83875, 6.19964], [-6.31490, -7.10935, 7.46175], [-5.33179, -5.21924, 5.32423], [-5.12846, -4.88963, 7.06520], [-6.75881, -5.07633, 6.46698], [0.60822, 6.31289, -8.74897], [0.36943, 5.85495, -7.34518], [1.28499, 5.38292, -6.71194], [-0.79859, 6.19349, -6.80671], [-1.35060, 6.07927, -5.44965], [0.37004, 7.37562, -8.79339], [-0.06660, 5.87789, -9.48618], [1.66391, 6.10882, -8.92777], [-1.49671, 6.56520, -7.43484], [-2.42234, 5.88072, -5.45769], [-1.20237, 7.02320, -4.92512], [-0.92385, 5.30471, -4.81245], [6.65282, 6.50728, -3.34382], [7.28771, 5.13323, -3.60080], [8.43964, 4.96935, -3.20971], [6.59061, 4.23571, -4.31474], [7.22207, 2.99583, -4.68055], [6.37511, 6.90419, -4.32027], [7.32787, 7.16165, -2.79227], [5.75845, 6.51203, -2.72079], [5.62723, 4.45485, -4.52444], [7.43551, 2.40968, -3.78670], [8.14130, 3.18526, -5.23484], [6.52468, 2.53557, -5.38049]], "atomic_forces_ev_per_a": [[0.8, 0.2, -1.2], [-0.9, 0.8, -1.3], [2.3, -0.4, 0.5], [-2.0, -1.4, -1.0], [-0.8, 1.9, 1.4], [1.4, -1.0, -1.7], [0.2, 0.7, -0.4], [-0.1, -0.3, 0.4], [-0.4, -0.2, 1.2], [-0.9, -0.5, -0.6], [-0.7, -0.1, 0.0], [0.4, 0.4, 1.3], [0.5, 0.0, 0.7], [0.4, -0.4, -0.4], [0.2, 0.3, -0.1], [0.4, -0.2, -0.6], [0.1, -0.6, -0.1], [-0.2, -0.2, 0.1], [-0.3, 0.2, 0.3], [-0.3, 0.3, 0.5], [0.6, 0.1, 0.7], [-0.8, 0.2, 0.4], [-0.3, -0.9, 1.3], [1.1, -1.3, -1.6], [-2.2, -1.4, -1.3], [0.9, 1.3, 1.9], [1.4, 0.5, 0.0], [0.3, 0.2, 0.4], [-0.7, 0.0, 0.0], [0.6, 0.0, 0.0], [-0.2, 0.2, -0.9], [0.2, 0.8, 0.2], [-0.7, 0.2, 0.3], [0.1, 0.2, 0.2], [0.1, 0.3, -0.2], [-0.5, 0.5, -0.5], [-0.2, -0.6, -0.1], [-0.5, 0.6, -0.2], [-0.3, -0.6, -0.3], [0.3, -0.1, 0.0], [0.6, -0.4, -0.6], [-0.1, -0.4, -0.1], [0.2, 0.0, 1.0], [0.0, 0.8, 0.4], [2.2, -2.1, -0.1], [0.6, 0.4, -1.2], [-1.7, -0.5, 1.4], [0.2, -1.6, -0.2], [-0.4, 1.7, -1.0], [1.7, -0.5, -0.6], [-0.1, 0.8, 0.1], [0.1, 0.2, 0.4], [-1.3, 0.6, -0.1], [-0.3, 0.6, 0.3], [-0.1, 0.5, 0.6], [-0.7, -0.1, -0.4], [-0.1, 0.2, 0.6], [-0.2, 0.2, -0.4], [0.0, 0.4, 0.2], [0.2, -0.8, -0.2], [0.6, -0.1, 0.4], [-0.2, 0.4, -0.3], [-0.9, 0.4, 0.0], [-0.3, 0.2, 0.2], [-0.1, -0.8, 0.2], [0.7, -0.1, -0.1], [0.2, 1.7, 0.6], [3.6, -0.9, -3.2], [-2.5, -0.2, 1.8], [-1.4, 0.5, 0.3], [0.5, -0.6, 1.3], [0.2, -0.2, 0.0], [-0.1, -0.5, 0.0], [-0.4, -0.2, 0.0], [-0.1, 0.1, -0.3], [-0.2, -0.4, 0.1], [0.1, 0.5, -0.3], [0.0, 0.1, -0.4], [-0.4, 0.2, -0.4], [1.0, 0.4, 0.3], [0.6, -0.8, 0.8], [-2.8, 0.2, 0.4], [0.6, 0.1, 0.4], [0.4, 0.2, 0.0], [0.2, -0.4, 0.0], [-0.3, 0.1, -0.4], [0.3, 0.0, -0.1], [0.0, 0.0, -0.4], [0.0, 0.1, 0.1], [0.4, -0.1, -0.5], [-0.5, -0.3, 0.0], [0.9, 1.8, 1.2], [-0.5, -0.7, -0.4], [-0.1, 0.7, 0.3], [-0.5, 0.0, -0.6], [0.0, 0.4, 0.1], [0.3, -0.2, -0.5], [-0.3, -0.5, -0.2], [0.3, -0.3, -0.1], [0.0, -0.3, -0.3], [0.1, 0.0, 0.2], [0.2, -0.6, 0.3]], "lowdin_charge": [-0.0964, -0.2031, -0.2129, -0.2671, -0.1025, -0.2061, -0.0809, 0.0650, 0.0666, 0.0550, 0.1100, 0.0979, 0.1140, 0.0926, 0.0630, 0.0731, 0.0601, 0.0917, 0.1048, 0.0607, 0.0663, 0.0480, -0.0696, -0.2722, -0.1829, -0.2957, -0.0991, -0.2693, -0.1094, 0.0643, 0.0601, 0.0602, 0.1061, 0.0983, 0.1232, 0.1142, 0.0649, 0.0687, 0.0855, 0.1198, 0.1047, 0.0719, 0.0718, 0.0844, -0.0641, -0.2092, -0.1955, -0.2720, -0.1122, -0.2789, -0.0888, 0.0584, 0.0680, 0.0615, 0.0952, 0.1013, 0.1078, 0.1202, 0.0711, 0.0805, 0.0580, 0.1041, 0.1043, 0.0557, 0.0676, 0.0668, -0.0008, -0.5308, -0.0263, -0.0042, -0.0441, 0.0817, 0.0662, 0.0812, 0.1315, 0.0882, 0.0789, 0.0785, -0.0093, -0.6029, 0.0450, 0.0056, -0.0591, 0.0820, 0.0806, 0.0878, 0.1305, 0.0777, 0.0788, 0.0830, -0.0104, -0.5577, 0.0289, -0.0097, -0.0780, 0.0756, 0.0780, 0.0712, 0.1407, 0.0891, 0.0874, 0.0851]}

---

Record 3
{"formula": "C3H6Br3P", "method": "ωB97M-V with the def2-TZVPD basis set", "gap_ha": 0.27312, "e_above_lowest_kj_mol": 268.21, "e_tot_ev": -222622.238, "homo_energy_ha": -0.314, "species": ["C", "C", "C", "P", "Br", "Br", "Br", "H", "H", "H", "H", "H", "H"], "xyz": [[1.36359, -0.06324, -1.07461], [-1.16777, -0.79767, 0.56342], [1.17039, 0.15480, 0.38374], [-1.83503, 0.59482, -0.35805], [2.23217, -0.84052, 1.50135], [-4.02621, 0.42311, 0.13497], [-1.55732, 2.21553, 1.06501], [2.44921, 0.21185, -1.20465], [1.47585, -1.14417, -1.38316], [0.78016, 0.48081, -1.79074], [-1.35253, -0.98858, 1.58965], [-0.60061, -1.37460, -0.08467], [1.06810, 1.12786, 0.65773]], "atomic_forces_ev_per_a": [[2.9, -1.6, -0.1], [1.7, 3.4, -0.6], [-2.7, -2.8, -1.8], [-0.2, -1.1, 0.2], [0.3, -0.4, 0.5], [-0.4, -0.4, -0.3], [0.5, 1.2, 0.8], [-0.7, 0.3, -0.3], [-0.8, 0.9, 0.5], [-0.5, 0.4, 0.1], [-0.1, -0.4, 0.7], [0.4, -1.9, -0.8], [-0.5, 2.6, 1.1]], "lowdin_charge": [-0.2312, -0.3581, -0.7218, 0.0402, 0.7651, 0.1313, 0.2073, 0.0892, 0.0948, 0.0526, 0.0149, -0.0468, -0.0374]}

---

Record 4
{"formula": "C26H19BrF4MgN4PS", "method": "ωB97M-V with the def2-TZVPD basis set", "gap_ha": 0.25225, "e_tot_ev": -139706.602, "charge": 1, "homo_energy_ha": -0.383, "species": ["Mg", "C", "C", "N", "N", "C", "N", "S", "C", "C", "C", "C", "C", "N", "H", "H", "H", "H", "H", "H", "H", "H", "H", "F", "C", "C", "F", "C", "F", "C", "P", "C", "C", "C", "C", "C", "C", "C", "C", "C", "C", "C", "C", "C", "Br", "C", "F", "H", "H", "H", "H", "H", "H", "H", "H", "H", "H"], "xyz": [[-0.20871, 2.20669, 0.18827], [-4.00609, 0.29991, 1.51092], [-2.87286, 1.08410, 0.81972], [-1.73971, 1.50862, 1.38526], [-1.61539, 1.16483, 2.68479], [-0.50810, 1.64003, 3.33307], [-0.35410, 1.25735, 4.64166], [0.79394, 2.51301, 2.65841], [-2.98557, 1.43248, -0.56408], [-4.09800, 1.20669, -1.36766], [-4.02626, 1.56725, -2.70664], [-3.02709, 2.35728, -3.14367], [-1.96947, 2.60993, -2.30404], [-1.88712, 2.17237, -1.04114], [-4.95581, 0.84929, 1.46831], [-4.12027, -0.69776, 1.11582], [-3.76963, 0.28219, 2.56744], [-1.07836, 0.60366, 5.00880], [0.47163, 1.38207, 5.16190], [-4.99003, 0.80443, -0.96951], [-4.79339, 1.18536, -3.39899], [-2.93124, 2.62605, -4.21036], [-1.06122, 3.03893, -2.73305], [6.59865, 1.46197, -1.66694], [5.36346, 0.95673, -1.40218], [5.03318, -0.36932, -1.09627], [6.06489, -1.29292, -1.09941], [3.67084, -0.65038, -0.90092], [3.33433, -1.96949, -0.74600], [2.66528, 0.32997, -0.75966], [0.97218, -0.02711, -0.29578], [1.07700, -0.85531, 1.31835], [2.08944, -0.54181, 2.22952], [2.15056, -1.14068, 3.47007], [1.22134, -2.10168, 3.86196], [0.19787, -2.47144, 2.91968], [0.14412, -1.81887, 1.69452], [0.37378, -1.20867, -1.53486], [0.51299, -2.61052, -1.44741], [-0.35916, -3.47374, -2.19005], [-0.99380, -2.91190, -3.27669], [-0.92683, -1.57968, -3.55043], [-0.27577, -0.69660, -2.68110], [3.00298, 1.68300, -0.97303], [1.89525, 3.34121, -0.91908], [4.31430, 1.94417, -1.28817], [4.80307, 3.22546, -1.33022], [2.86859, 0.19905, 1.93942], [2.89359, -0.78052, 4.12252], [1.13282, -2.51021, 4.94025], [-0.54048, -3.18722, 3.29516], [-0.65169, -2.09401, 0.98053], [1.17186, -3.08162, -0.77153], [-0.50758, -4.51462, -1.84395], [-1.65360, -3.54632, -3.89017], [-1.44993, -1.12931, -4.42225], [-0.46070, 0.32763, -2.79112]], "atomic_forces_ev_per_a": [[0.0, 0.0, 1.3], [0.9, 1.5, 0.3], [0.7, -0.3, 1.5], [-2.2, -1.5, 1.0], [1.1, 0.6, 1.3], [-0.2, -1.2, -0.1], [-3.0, -1.0, -1.3], [-0.1, 0.6, -1.1], [1.0, 2.0, -1.0], [1.3, 0.3, 0.0], [-2.0, -0.9, 0.1], [1.2, 0.3, -2.0], [1.0, -0.3, 0.6], [-1.5, -0.7, -1.4], [0.2, -0.1, -0.4], [0.0, -0.3, -0.2], [0.1, -0.4, 0.1], [1.0, 0.9, -0.4], [0.9, 0.4, 0.2], [-0.5, -0.8, 0.4], [0.3, 0.5, 0.4], [-0.2, 0.0, 0.8], [-0.3, 0.3, 0.3], [-1.7, -1.4, 0.5], [-0.9, 1.5, 0.5], [1.9, 0.1, -1.0], [-2.3, 1.3, 0.1], [-0.3, -0.9, 0.7], [0.3, 1.6, 0.0], [0.7, 0.2, -0.3], [-0.5, -0.6, 0.0], [0.6, -0.7, 0.3], [0.5, 0.7, -1.2], [-0.8, -0.4, 0.0], [-1.6, -0.5, 0.2], [1.2, 0.7, 1.8], [-1.0, -0.7, -0.6], [0.3, -0.7, -1.2], [-2.1, -0.3, -0.6], [1.6, 1.0, 1.0], [-1.4, -1.8, -0.4], [0.2, 2.2, -0.7], [-0.6, -2.1, 1.0], [0.8, 0.1, -0.3], [0.8, -1.4, -0.1], [2.6, 0.9, 0.1], [-1.0, -1.3, -0.3], [-0.7, -0.6, 0.4], [0.8, 0.1, 0.9], [0.6, 0.6, -2.1], [0.1, 0.2, -0.7], [0.4, 0.2, 0.5], [0.4, -0.2, 1.1], [0.4, 0.7, -0.7], [0.4, 0.3, 0.2], [0.4, -0.6, 0.7], [0.1, 1.5, -0.2]], "lowdin_charge": [0.3109, -0.0049, -0.2334, -0.0643, -0.0204, -0.8388, 0.0851, 0.5930, -0.1898, 0.0217, -0.0427, -0.0659, -0.1319, 0.0240, 0.0914, 0.0842, 0.0584, 0.1280, 0.0715, 0.1090, 0.1354, 0.1319, 0.1175, 0.1309, -0.0673, -0.0643, 0.1061, -0.1499, 0.0890, -0.3019, 1.0520, -0.3747, -0.1295, -0.0915, -0.0539, -0.0589, -0.1084, -0.3371, -0.0671, -0.0367, -0.1016, -0.0835, -0.0811, -0.4455, 0.8848, -0.2190, 0.0482, 0.1149, 0.0962, 0.1380, 0.1083, 0.1122, 0.0877, 0.1249, 0.1224, 0.1237, 0.0624]}